Density functional theory data (the ωB97M-V functional and the def2-TZVPD basis) for a molecular structure, C41H44AsBrN6O3PdS.

Geometry as XYZ:
```
98
Properties=species:S:1:pos:R:3:forces:R:3:mulliken_spin:R:1
Pd -10.6399 -5.3150 -13.9914 -0.206 0.304 0.363 0.76
O -15.8914 -2.3581 -15.6165 -0.266 0.016 -0.780 0.00
C -14.7618 -3.0867 -15.4513 0.379 0.956 0.078 -0.01
C -13.5047 -2.6718 -15.9379 -0.292 -0.981 -0.782 0.00
C -12.4127 -3.4249 -15.5438 -0.381 0.710 0.783 0.00
N -12.4468 -4.4133 -14.6157 -1.300 0.088 -0.911 0.06
C -13.6634 -4.8005 -14.2044 0.154 -0.004 -1.498 -0.01
Br -13.9921 -6.4513 -13.3430 0.826 0.193 0.711 0.01
C -14.8361 -4.2082 -14.6406 -0.243 0.795 0.929 0.00
H -15.8560 -1.7605 -16.3906 0.268 -0.461 0.629 0.00
H -13.3528 -1.9414 -16.7558 -0.341 -0.232 0.859 0.00
H -11.4578 -3.0567 -15.9186 0.070 -0.688 0.092 0.00
H -15.7618 -4.4946 -14.1385 0.125 0.067 -0.615 0.00
C -9.0585 -9.5712 -11.6016 -3.740 0.929 0.085 0.00
N -8.5207 -8.3553 -12.1370 -0.130 0.858 -1.408 0.00
C -7.3036 -7.8609 -11.7257 -1.874 0.551 -1.355 0.00
C -6.9492 -6.5812 -12.0303 0.720 -0.959 1.302 0.00
C -7.8811 -5.6723 -12.6537 -0.782 -1.359 -1.397 -0.01
O -7.6569 -4.4793 -12.8442 -0.218 -0.175 0.199 0.00
N -9.0296 -6.3107 -13.2147 1.251 0.250 0.657 0.12
C -9.3938 -7.5926 -13.0571 1.185 -0.719 1.746 0.00
O -10.4041 -8.1395 -13.5421 1.235 0.542 0.604 0.02
H -8.3612 -10.3485 -11.3583 0.426 -0.299 -0.231 0.00
H -9.9071 -9.8254 -12.3429 1.657 -0.354 1.089 0.00
H -9.6633 -9.2713 -10.6751 0.932 -0.719 -0.769 0.00
H -6.7599 -8.6522 -11.2487 0.791 0.303 0.471 0.00
H -5.9849 -6.2343 -11.6796 -0.079 0.198 -0.201 0.00
C -14.6270 -7.9097 -21.5449 -0.928 1.107 -0.914 0.00
C -13.9277 -8.0996 -20.3027 2.054 0.606 1.302 0.00
C -12.5209 -8.1915 -20.3670 -1.563 -1.035 -0.534 0.00
C -11.7425 -8.1914 -19.2420 -0.698 1.362 0.694 0.01
C -10.3051 -8.3528 -19.4837 1.144 -0.833 0.460 0.00
C -12.3486 -7.8667 -17.9961 0.743 -0.773 0.008 0.04
As -11.1897 -7.6169 -16.2160 -1.832 -1.369 0.215 0.15
N -10.2523 -6.0603 -15.9159 0.461 -1.704 -1.285 0.52
C -9.7886 -5.2089 -16.8980 -0.557 0.582 -0.556 -0.06
C -8.7520 -4.2901 -16.6453 0.235 0.184 -0.151 0.06
C -8.3890 -3.3337 -17.5980 -0.457 0.137 -0.152 -0.06
C -9.0081 -3.3260 -18.8531 -0.342 0.151 0.185 0.08
C -10.0265 -4.2416 -19.1198 0.055 -0.557 0.554 -0.04
C -10.4442 -5.1364 -18.1265 0.029 0.660 -0.781 0.09
C -10.1987 -9.4808 -16.2996 -2.000 1.066 0.264 0.15
C -10.9344 -10.6709 -16.3444 -0.975 -1.027 0.368 0.00
C -12.4366 -10.8807 -15.9866 0.948 -0.042 -0.454 0.01
C -10.2561 -11.8350 -16.6960 1.804 -0.085 0.105 0.00
C -8.8413 -11.8779 -16.9682 -1.416 0.998 0.313 0.00
C -8.1611 -13.2099 -17.1273 0.525 -0.662 0.520 0.00
C -8.1762 -10.6357 -16.9106 -1.276 -1.723 0.157 0.01
C -8.8609 -9.5237 -16.4614 2.016 2.049 -0.796 -0.05
C -8.0286 -8.2650 -16.2645 -0.438 1.101 0.588 0.02
C -13.7682 -7.8981 -17.9076 0.839 -0.324 1.575 -0.03
C -14.4635 -7.9259 -16.5230 -0.214 -0.255 -0.681 0.04
C -14.5524 -7.9995 -19.0606 0.501 0.487 -0.243 0.00
H -14.7965 -6.8489 -21.7627 0.437 0.063 -0.040 0.00
H -15.6022 -8.2479 -21.3991 -1.866 -0.942 -0.236 0.00
H -14.1867 -8.3700 -22.4029 0.337 -0.348 -0.473 0.00
H -12.0661 -8.4050 -21.3477 -0.204 0.310 0.483 0.00
H -10.1147 -8.4010 -20.5497 0.078 -0.217 -0.153 0.00
H -9.9430 -9.2833 -19.0006 0.029 0.492 -0.276 0.00
H -9.7149 -7.5212 -19.1276 0.223 0.279 0.460 0.00
H -8.2393 -4.3425 -15.7013 0.067 0.056 0.404 0.01
H -7.6969 -2.5118 -17.3722 -0.040 -0.677 0.076 0.00
H -8.7981 -2.5339 -19.5713 0.198 -0.323 0.079 0.01
H -10.4845 -4.3062 -20.0980 -0.174 0.288 0.017 0.00
H -11.3553 -5.7218 -18.2356 0.353 -0.018 -0.380 0.01
H -12.9532 -10.3197 -16.7763 -0.510 -0.175 0.510 0.00
H -12.6900 -10.5300 -14.9545 0.205 -0.101 -0.972 0.00
H -12.6882 -11.9803 -16.0834 0.259 1.350 0.142 0.00
H -10.8071 -12.7738 -16.6884 0.136 0.110 0.013 0.00
H -8.7083 -13.9956 -16.5576 0.176 0.563 -0.455 0.00
H -7.1546 -13.1813 -16.6502 -0.550 0.050 -0.542 0.00
H -8.0564 -13.5812 -18.1591 -0.028 0.325 0.256 0.00
H -7.1795 -10.4617 -17.2416 0.885 -0.401 0.158 0.00
H -7.0973 -8.4987 -15.7592 0.189 -0.169 0.071 0.00
H -8.5600 -7.5225 -15.6055 0.609 -0.831 -0.632 -0.03
H -7.7499 -7.7032 -17.1763 -0.302 -0.464 0.084 0.00
H -15.5546 -7.8498 -16.7270 0.618 -0.111 0.510 0.00
H -14.1428 -7.1100 -15.8863 -0.088 0.265 -0.167 -0.02
H -14.2386 -8.8397 -15.8982 -0.299 0.773 -1.007 0.00
H -15.6319 -7.8126 -18.9903 0.362 -0.451 -0.027 0.00
N -9.8635 -2.2934 -13.7110 0.187 0.150 0.702 0.00
C -9.8548 -2.6853 -12.4117 -1.275 -0.762 0.085 0.01
S -10.7848 -4.0484 -11.8629 0.512 1.170 -0.395 0.09
N -9.2476 -1.9280 -11.4724 1.015 -0.093 -0.545 0.00
C -9.0759 -2.4282 -10.1510 -0.461 -0.632 2.082 0.01
C -10.0650 -2.0696 -9.2165 0.871 -1.802 0.793 -0.01
C -10.0741 -2.7465 -7.9816 1.178 0.210 0.068 0.00
C -8.9627 -3.5432 -7.5518 -1.968 0.960 0.212 0.00
C -7.9029 -3.6830 -8.3884 0.729 -0.877 -1.113 0.00
C -8.0460 -3.2999 -9.7228 -0.164 1.663 -0.773 0.01
H -10.3145 -2.9688 -14.3452 0.700 0.660 0.421 -0.01
H -9.3662 -1.4533 -14.0386 -0.415 -0.979 0.237 0.00
H -8.5278 -1.2769 -11.7512 -0.059 -0.001 -0.337 0.00
H -10.8761 -1.4285 -9.4844 -0.322 0.305 -0.204 0.00
H -10.8931 -2.5648 -7.3044 -0.133 -0.090 0.118 0.00
H -8.9548 -4.0804 -6.6033 -0.178 0.494 -0.041 0.00
H -6.9992 -4.2209 -8.0609 -0.559 0.161 -0.335 0.00
H -7.3252 -3.5887 -10.4598 0.422 -0.145 -0.290 0.00
```
Forces are in eV/Å.

Computed properties:
- spin multiplicity = 3
- E (eV) = -203507.13712
- highest occupied orbital energy (alpha / beta) (hartree) = -0.1957 / -0.2569
- frontier orbital gap (alpha / beta) (eV) = 5.62 / 5.51
- ⟨S²⟩ = 2.022